--- one ---
One molecule with the formula C4H12N2O. Source: the OMol25 dataset; level of theory: wB97M-V/def2-TZVPD.

Each line ends with the natural charge from an NBO analysis.
Cartesian coordinates (Å):
C  0.27  -2.81  0.78  -0.411
N  0.69  -1.48  0.35  -0.628
C  -0.40  -0.55  0.05  -0.231
C  0.26  0.74  -0.47  -0.091
N  0.78  1.57  0.63  -0.857
C  -0.77  1.56  -1.23  -0.053
O  -0.46  2.92  -1.37  -0.735
H  1.15  -3.43  0.98  0.206
H  -0.26  -3.29  -0.05  0.189
H  -0.46  -2.75  1.59  0.164
H  1.32  -1.03  1.00  0.350
H  -0.95  -0.97  -0.81  0.194
H  -1.06  -0.28  0.89  0.166
H  1.09  0.69  -1.16  0.210
H  1.73  1.35  0.88  0.361
H  0.31  1.55  1.54  0.353
H  -0.96  1.23  -2.27  0.185
H  -1.71  1.48  -0.71  0.145
H  -0.56  3.50  -0.61  0.482

Properties
* LUMO energy: 0.96 eV
* SMILES string: CNC[C@H](N)CO
* HOMO-LUMO gap: 9.7495 eV
* HOMO: -8.8 eV

--- two ---
One molecule with the formula C4H12N2O. Source: the OMol25 dataset; level of theory: wB97M-V/def2-TZVPD.

Each line ends with the natural charge from an NBO analysis.
Cartesian coordinates (Å):
C  1.39  -0.41  2.54  -0.410
N  0.28  0.18  1.81  -0.627
C  0.22  -0.28  0.38  -0.255
C  -0.98  0.43  -0.21  0.246
O  -0.65  1.77  -0.43  -0.726
N  -1.33  -0.22  -1.51  -0.663
C  -0.32  -0.24  -2.55  -0.426
H  1.38  -0.03  3.56  0.200
H  1.25  -1.49  2.57  0.186
H  2.37  -0.20  2.10  0.159
H  0.36  1.19  1.81  0.360
H  1.14  -0.01  -0.16  0.181
H  0.08  -1.37  0.40  0.193
H  -1.85  0.32  0.45  0.168
H  -1.39  2.17  -0.90  0.481
H  -1.75  -1.14  -1.37  0.361
H  -0.82  -0.40  -3.51  0.199
H  0.44  -1.01  -2.41  0.165
H  0.17  0.73  -2.58  0.209

Properties
* LUMO energy: 0.97 eV
* SMILES string: CNC[C@@H](O)NC
* HOMO-LUMO gap: 9.6034 eV
* HOMO: -8.6 eV

--- three ---
A 2-piece molecular cluster, C4H12N2O overall. Source: the OMol25 dataset; level of theory: wB97M-V/def2-TZVPD.

Each line ends with the natural charge from an NBO analysis.
Cartesian coordinates (Å):
C  1.57  1.67  -0.46  -0.071
O  0.76  2.71  -0.27  -0.694
H  -0.16  2.33  -0.12  0.507
H  1.46  0.82  0.24  0.145
H  2.58  1.99  -0.71  0.154
H  0.39  0.40  -0.99  0.192
C  0.60  -1.82  1.11  -0.671
C  -0.58  -0.09  -0.35  0.003
N  -1.15  -1.10  -1.23  -0.851
N  -1.43  1.12  -0.24  -0.859
C  -0.06  -0.50  0.92  -0.184
H  -0.46  -1.54  -1.83  0.370
H  -1.93  1.25  -1.11  0.386
H  -1.65  -1.82  -0.73  0.358
H  -2.12  1.00  0.50  0.368
H  -0.20  0.15  1.78  0.198
H  -0.10  -2.67  1.10  0.212
H  1.33  -2.03  0.31  0.214
H  1.14  -1.86  2.05  0.224

Properties
* LUMO energy (spin up / spin down): 0.08 / 0.88 eV
* HOMO-LUMO gap (spin up / spin down): 6.9747 / 8.5770 eV
* HOMO (spin up / spin down): -6.9 / -7.7 eV

Here are the energies relative to the best structure, in eV: one 0.346; two 0.000; three 3.438.

--- one ---
One molecule with the formula C4H12N2O. Source: the OMol25 dataset; level of theory: wB97M-V/def2-TZVPD.

Each line ends with the natural charge from an NBO analysis.
Cartesian coordinates (Å):
N  2.31  -0.32  -1.13  -0.863
C  1.87  0.56  -0.02  -0.212
C  0.39  0.89  -0.15  -0.411
C  -0.57  -0.29  0.04  -0.060
N  -0.19  -1.18  1.11  -0.853
C  -1.97  0.29  0.29  -0.060
O  -2.86  -0.80  0.35  -0.727
H  1.69  -0.22  -1.92  0.350
H  3.26  -0.21  -1.42  0.364
H  2.07  0.04  0.91  0.196
H  2.43  1.50  -0.04  0.173
H  0.23  1.63  0.63  0.211
H  0.18  1.26  -1.16  0.198
H  -0.60  -0.86  -0.90  0.166
H  -0.96  -1.82  1.31  0.372
H  0.58  -1.79  0.83  0.363
H  -2.08  0.89  1.20  0.168
H  -2.07  0.96  -0.58  0.155
H  -3.71  -0.53  0.65  0.472

Properties
* LUMO energy: 0.94 eV
* SMILES string: NCC[C@@H](N)CO
* HOMO-LUMO gap: 9.9985 eV
* HOMO: -9.1 eV

--- two ---
One molecule with the formula C4H12N2O. Source: the OMol25 dataset; level of theory: wB97M-V/def2-TZVPD.

Each line ends with the natural charge from an NBO analysis.
Cartesian coordinates (Å):
C  -2.01  1.05  0.09  -0.623
C  -0.86  0.05  -0.41  -0.229
C  -1.11  -1.45  0.10  -0.650
C  0.51  0.44  0.22  0.218
O  0.85  1.80  0.00  -0.713
N  1.49  -0.53  -0.35  -0.501
N  2.78  -0.44  0.21  -0.677
H  -1.84  0.80  1.12  0.206
H  -2.98  0.60  -0.06  0.213
H  -1.76  2.08  -0.31  0.232
H  -0.81  0.18  -1.49  0.185
H  -0.16  -1.82  0.59  0.233
H  -1.03  -2.06  -0.82  0.217
H  -2.01  -1.70  0.67  0.214
H  0.54  0.16  1.25  0.166
H  1.04  1.79  -0.92  0.457
H  1.35  -0.61  -1.38  0.357
H  3.26  0.53  0.33  0.344
H  2.76  -0.87  1.16  0.350

Properties
* LUMO energy: 0.93 eV
* SMILES string: CC(C)[C@H](O)NN
* HOMO-LUMO gap: 10.0849 eV
* HOMO: -9.2 eV

Here are the energies relative to the best structure, in eV: one 0.000; two 1.817.

--- one ---
A 2-piece molecular cluster, C2H3NO3 overall. Source: the OMol25 dataset; level of theory: wB97M-V/def2-TZVPD.

Each line ends with the natural charge from an NBO analysis.
Cartesian coordinates (Å):
O  -2.84  0.70  0.94  -0.506
C  -2.20  0.90  0.00  1.039
O  -1.66  1.11  -1.01  -0.538
C  1.38  -0.64  -0.29  -0.546
N  1.25  -0.02  0.99  0.158
O  0.13  0.46  1.23  -0.314
H  0.74  -1.47  -0.36  0.239
H  0.86  -0.02  -1.00  0.246
H  2.35  -1.03  -0.50  0.223

Properties
* LUMO energy: -0.45 eV
* SMILES string: O=C=O.CN=O
* HOMO-LUMO gap: 9.1760 eV
* HOMO: -9.6 eV

--- two ---
A 2-piece molecular cluster, C2H3NO3 overall. Source: the OMol25 dataset; level of theory: wB97M-V/def2-TZVPD.

Each line ends with the natural charge from an NBO analysis.
Cartesian coordinates (Å):
C  -1.16  2.28  -0.81  -0.847
C  -0.38  1.51  -0.14  0.729
O  0.35  0.94  0.58  -0.448
H  -1.31  3.44  -0.72  0.289
H  -1.42  1.95  -1.84  0.270
O  -2.14  -1.47  0.28  -0.242
N  -2.32  -0.33  0.21  0.342
O  -3.71  0.06  0.07  -0.573
H  -3.54  1.03  0.14  0.480

Properties
* LUMO energy: 0.14 eV
* SMILES string: C=C=O.O=NO
* HOMO-LUMO gap: 9.7363 eV
* HOMO: -9.6 eV

--- three ---
One molecule with the formula C2H3NO3. Source: the OMol25 dataset; level of theory: wB97M-V/def2-TZVPD.

Each line ends with the natural charge from an NBO analysis.
Cartesian coordinates (Å):
O  -0.42  -1.31  -1.67  -0.551
C  -0.13  -0.32  -0.96  0.702
O  1.02  0.12  -1.09  -0.635
C  -0.89  -0.09  0.32  -0.093
N  -0.60  0.37  1.55  -0.077
O  0.65  1.06  1.57  -0.596
H  1.39  0.32  -0.15  0.515
H  -1.68  -0.79  0.19  0.225
H  0.54  1.36  2.59  0.511

Properties
* LUMO energy: -0.42 eV
* SMILES string: O=C(O)/C=N\O
* HOMO-LUMO gap: 10.2421 eV
* HOMO: -10.7 eV

--- four ---
One molecule with the formula C2H3NO3. Source: the OMol25 dataset; level of theory: wB97M-V/def2-TZVPD.

Each line ends with the natural charge from an NBO analysis.
Cartesian coordinates (Å):
O  1.68  -1.11  0.14  -0.488
C  0.46  -1.13  -0.12  0.493
N  -0.48  -0.10  -0.34  -0.207
O  -1.90  -0.51  0.13  -0.584
C  -0.28  1.29  0.00  0.491
O  0.88  1.72  0.11  -0.481
H  -0.05  -2.03  -0.52  0.133
H  -1.93  -1.01  1.02  0.482
H  -1.06  1.94  -0.41  0.161

Properties
* LUMO energy: -0.14 eV
* SMILES string: O=CN(O)C=O
* HOMO-LUMO gap: 10.2997 eV
* HOMO: -10.4 eV

Here are the energies relative to the best structure, in eV: one 0.000; two 2.195; three 1.238; four 1.322.

--- one ---
A 2-piece molecular cluster, C2H3NO3 overall. Source: the OMol25 dataset; level of theory: wB97M-V/def2-TZVPD.

Each line ends with the natural charge from an NBO analysis.
Cartesian coordinates (Å):
C  -1.82  0.57  0.15  -0.788
C  -1.23  -0.51  -0.05  0.711
O  -0.74  -1.52  -0.30  -0.481
H  -2.00  1.26  -0.68  0.276
H  -1.97  0.99  1.25  0.279
O  2.31  1.26  -0.11  -0.226
N  1.59  0.41  -0.23  0.370
O  2.15  -0.85  0.20  -0.628
H  1.71  -1.60  -0.23  0.487

Properties
* LUMO energy: 0.53 eV
* SMILES string: C=C=O.O=NO
* HOMO-LUMO gap: 10.1334 eV
* HOMO: -9.6 eV

--- two ---
One molecule with the formula C2H3NO3. Source: the OMol25 dataset; level of theory: wB97M-V/def2-TZVPD.

Each line ends with the natural charge from an NBO analysis.
Cartesian coordinates (Å):
O  -4.39  -1.90  1.84  -0.521
C  -3.47  -1.35  1.41  0.795
N  -2.56  -0.87  0.76  -0.284
O  -1.34  -0.24  0.88  -0.459
C  -0.11  0.13  -0.16  0.279
O  0.80  -0.83  -0.38  -0.637
H  0.04  0.98  0.39  0.182
H  -0.51  0.36  -1.08  0.161
H  1.52  -0.66  0.17  0.483

Properties
* LUMO energy: 0.41 eV
* SMILES string: O=C=NOCO
* HOMO-LUMO gap: 9.5473 eV
* HOMO: -9.1 eV

--- three ---
One molecule with the formula C2H3NO3. Source: the OMol25 dataset; level of theory: wB97M-V/def2-TZVPD.

Each line ends with the natural charge from an NBO analysis.
Cartesian coordinates (Å):
O  -1.36  -0.83  1.95  -0.511
C  -0.71  -0.34  1.12  0.752
O  0.02  0.75  1.38  -0.703
C  -0.18  -0.93  -0.21  -0.089
N  0.34  -0.35  -1.20  -0.093
O  0.39  1.09  -1.20  -0.624
H  0.66  1.16  0.68  0.526
H  -0.19  -1.99  -0.51  0.236
H  1.02  1.44  -2.02  0.506

Properties
* LUMO energy: 0.26 eV
* SMILES string: O=C(O)/C=N\O
* HOMO-LUMO gap: 10.8364 eV
* HOMO: -10.6 eV

Here are the energies relative to the best structure, in eV: one 1.564; two 1.627; three 0.000.